Computed, not measured: 2 unconnected molecules or ions with the total composition C5H14NO2 in a non-equilibrium geometry, with ωB97M-V with the def2-TZVPD basis set.

Structure (XYZ):
```
22
C5H14NO2 (ωB97M-V with the def2-TZVPD basis set)
C 1.5255 -0.2166 1.6952
C 0.6508 0.0765 0.4040
C -0.7496 0.5436 0.8309
C -1.5429 -0.5546 1.5506
N 1.3999 0.9743 -0.4654
C 1.0213 0.6759 -1.9296
O -0.3197 0.8958 -2.0465
H 1.6397 -1.2993 1.7493
H 2.5060 0.2144 1.5055
H 1.0898 0.1844 2.6087
H 0.5322 -0.9334 0.0000
H -0.6048 1.3867 1.5156
H -1.3434 0.8325 -0.0327
H -2.5151 -0.1602 1.8433
H -0.9475 -0.8705 2.4162
H -1.6200 -1.4868 0.9848
H 0.9965 1.8863 -0.2933
H 1.5323 1.4436 -2.5355
H 1.2925 -0.3828 -2.0824
H -1.0209 -0.5005 -2.7768
H -2.0672 -1.3020 -2.1030
O -1.4556 -1.4071 -2.8390
```

relative energy (zero: lowest compared OMol25 entry of this formula, charge and spin)	0.463	eV
largest force on an atom	0.0599	Eh/bohr
highest occupied orbital energy	-0.1163	hartree
gap between HOMO and LUMO	7.0	eV
LUMO energy	3.9	eV
total charge	-1